The following is a quantum chemistry calculation of a structure of composition C14H35N6O6P3Pd at a distorted geometry, from the Open Molecules 2025 dataset.

## Properties
Total energy = -67661.93574 eV
Energy relative to the best compared isomer or geometry (same formula, charge and spin) = 1.394 eV
E_HOMO = -6.17 eV

```
65
C14H35N6O6P3Pd | the Open Molecules 2025 dataset | ωB97M-V/def2-TZVPD
Pd -0.9280 0.1189 -0.2441
N -2.3196 1.7636 2.1884
C -2.4407 2.6244 0.9323
C -3.1641 3.9221 1.2805
P -0.6491 2.8928 0.4579
O -0.4376 4.3071 1.2627
O 0.1289 1.8532 1.2328
O -0.4193 3.1378 -0.9875
P -3.4669 1.5275 -0.2281
O -4.9871 2.0286 0.0899
O -3.3485 0.1807 0.4262
O -3.1911 1.8288 -1.6533
H -2.7684 2.1941 2.9916
H -1.3021 1.6131 2.3400
H -2.7734 0.8519 1.9154
H -2.6154 4.4926 2.0278
H -4.1782 3.7091 1.6176
H -3.2358 4.5394 0.3848
H 0.4940 4.5463 1.2820
H -5.3032 2.5010 -0.6873
C 3.4480 -3.4675 3.1154
C 2.0339 -4.0291 3.1867
N 1.0067 -3.0136 3.0216
C 0.6683 -2.2323 4.1967
C -0.6025 -2.7172 4.8851
C 0.4109 -2.7347 1.8156
C 0.8605 -3.5267 0.6158
N -0.4972 -1.8537 1.6139
H 4.1906 -4.2477 3.2899
H 3.5974 -2.6886 3.8647
H 3.6386 -3.0250 2.1370
H 1.8714 -4.5165 4.1527
H 1.8946 -4.8059 2.4384
H 0.5854 -1.1775 3.9195
H 1.5119 -2.2910 4.8870
H -1.4463 -2.7143 4.1950
H -0.8515 -2.0827 5.7372
H -0.4773 -3.7375 5.2510
H 0.5547 -4.5722 0.6901
H 1.9443 -3.5070 0.4893
H 0.3859 -3.0819 -0.2539
H -0.7762 -1.3738 2.4648
C 0.4815 0.6940 -5.1383
N -0.0075 1.5687 -4.0135
C 1.1796 2.3504 -3.4338
N 2.2229 1.4679 -3.0403
C 2.6224 0.6238 -4.1527
N 1.5185 -0.1718 -4.6860
C 1.0411 -1.1515 -3.6938
P 0.4002 -0.4542 -2.0554
C -0.7131 0.7514 -2.9499
C 1.8641 0.6857 -1.8440
H 0.8545 1.3564 -5.9231
H -0.3735 0.1251 -5.5044
H -0.6827 2.2468 -4.3664
H 0.7839 2.9076 -2.5843
H 1.5156 3.0057 -4.2412
H 3.4126 -0.0510 -3.8251
H 3.0087 1.2583 -4.9554
H 1.8762 -1.8245 -3.4794
H 0.2596 -1.7651 -4.1511
H -1.1685 1.4708 -2.2720
H -1.5175 0.2142 -3.4557
H 2.7340 0.0891 -1.5553
H 1.6408 1.3659 -1.0218
```

natural (NBO) atomic charge list, values in e, 6 entries: number 1, Pd, carries 0.132; number 2, N, carries -0.749; number 3, C, carries -0.615; number 4, C, carries -0.641; number 5, P, carries 2.352; number 6, O, carries -1.026